1.
Computed, not measured: C22H26N2O3 in the gas phase, with ωB97M-V with the def2-TZVPD basis set.

Summary:
Relative energy (zero: lowest compared OMol25 entry of this formula, charge and spin) (kJ/mol): 51.8
Total charge: 0
SMILES: C[C@H]1C=CC[C@@H]2C(=O)N(c3cccc(C(=O)N4CCCCCC4)c3)C(=O)[C@@H]21

Bonds (Å) are listed after each position.
Element x y z (Å)
1 O -1.499 0.969 1.630  C20 1.201
2 O -2.420 -1.608 -2.001  C18 1.202
3 O 3.288 -0.844 2.386  C14 1.217
4 N -1.722 -0.521 -0.104  C9 1.419, C18 1.382, C20 1.385
5 N 3.865 -0.601 0.221  C14 1.352, C25 1.450, C26 1.443
6 C 0.617 -0.767 0.510  C9 1.388, C12 1.389, H48 1.079
7 C -3.376 1.145 0.092  C8 1.545, C13 1.528, C20 1.519, H53 1.094
8 C -4.444 1.131 1.208  C7 1.545, C11 1.531, C21 1.501, H51 1.095
9 C -0.602 -1.344 0.186  N4 1.419, C6 1.388, C19 1.389
10 C 1.575 -2.961 0.734  C12 1.389, C27 1.384, H50 1.080
11 C -5.543 2.166 0.948  C8 1.531, H32 1.088, H35 1.086, H46 1.087
12 C 1.711 -1.579 0.778  C6 1.389, C10 1.389, C14 1.503
13 C -3.678 0.287 -1.136  C7 1.528, C18 1.520, C22 1.539, H30 1.094
14 C 3.017 -0.971 1.207  O3 1.217, N5 1.352, C12 1.503
15 C 4.682 2.324 -0.413  C16 1.530, C24 1.526, H37 1.092, H44 1.093
16 C 3.527 1.799 -1.267  C15 1.530, C23 1.531, H43 1.091, H52 1.092
17 C -5.306 -0.977 0.273  C21 1.323, C22 1.497, H40 1.079
18 C -2.564 -0.744 -1.177  O2 1.202, N4 1.382, C13 1.520
19 C -0.740 -2.725 0.140  C9 1.389, C27 1.383, H49 1.078
20 C -2.092 0.570 0.665  O1 1.201, N4 1.385, C7 1.519
21 C -5.031 -0.244 1.340  C8 1.501, C17 1.323, H28 1.079
22 C -5.021 -0.464 -1.104  C13 1.539, C17 1.497, H39 1.092, H42 1.093
23 C 3.874 0.503 -2.005  C16 1.531, C26 1.536, H33 1.092, H36 1.092
24 C 4.931 1.520 0.860  C15 1.526, C25 1.529, H29 1.091, H47 1.091
25 C 5.115 0.022 0.610  N5 1.450, C24 1.529, H31 1.091, H38 1.094
26 C 3.594 -0.766 -1.186  N5 1.443, C23 1.536, H34 1.099, H41 1.091
27 C 0.353 -3.527 0.413  C10 1.384, C19 1.383, H45 1.079
28 H -5.237 -0.602 2.337  C21 1.079
29 H 5.823 1.906 1.357  C24 1.091
30 H -3.627 0.869 -2.060  C13 1.094
31 H 5.859 -0.162 -0.167  C25 1.091
32 H -5.120 3.167 0.911  C11 1.088
33 H 4.925 0.537 -2.297  C23 1.092
34 H 4.206 -1.589 -1.582  C26 1.099
35 H -6.055 1.968 0.011  C11 1.086
36 H 3.289 0.433 -2.923  C23 1.092
37 H 4.469 3.357 -0.128  C15 1.092
38 H 5.441 -0.453 1.540  C25 1.094
39 H -4.972 -1.284 -1.823  C22 1.092
40 H -5.742 -1.960 0.361  C17 1.079
41 H 2.546 -1.048 -1.298  C26 1.091
42 H -5.823 0.206 -1.422  C22 1.093
43 H 2.645 1.647 -0.643  C16 1.091
44 H 5.592 2.334 -1.020  C15 1.093
45 H 0.249 -4.601 0.381  C27 1.079
46 H -6.276 2.131 1.751  C11 1.087
47 H 4.091 1.640 1.547  C24 1.091
48 H 0.710 0.307 0.563  C6 1.079
49 H -1.693 -3.163 -0.111  C19 1.078
50 H 2.426 -3.587 0.955  C10 1.080
51 H -3.938 1.405 2.140  C8 1.095
52 H 3.279 2.563 -2.008  C16 1.092
53 H -3.183 2.187 -0.179  C7 1.094


2.
Computed, not measured: C22H26N2O4S in the gas phase, with ωB97M-V with the def2-TZVPD basis set.

Summary:
Relative energy (zero: lowest compared OMol25 entry of this formula, charge and spin) (kJ/mol): 110.7
Total charge: 0

Bonds (Å) are listed after each position.
Element x y z (Å)
1 S -3.685 -1.284 -0.530  O4 1.458, C15 1.885, C23 1.868
2 O -2.483 1.858 -0.670  C29 1.224
3 O -1.111 -2.187 -2.699  C19 1.211
4 O -2.562 -1.503 0.373  S1 1.458
5 O -1.917 0.604 3.934  C20 1.410, C25 1.421
6 N -0.770 -0.051 -1.949  C16 1.396, C19 1.352, H55 1.019
7 N -2.736 1.285 1.499  C26 1.441, C29 1.334, H38 1.011
8 C 0.942 0.165 1.557  C10 1.390, C17 1.381, H34 1.081
9 C 1.142 1.339 -1.658  C16 1.394, C24 1.380, H30 1.081
10 C -0.161 -0.128 2.351  C8 1.390, C11 1.390, C25 1.511
11 C -0.563 -1.449 2.506  C10 1.390, C18 1.388, C21 1.501
12 C 3.370 0.572 -2.158  C22 1.389, C24 1.390, C28 1.502
13 C 5.183 1.390 -3.658  C28 1.530, H36 1.088, H43 1.088, H53 1.088
14 C 1.180 -2.152 1.006  C17 1.385, C18 1.381, H46 1.079
15 C -4.313 0.435 -0.079  S1 1.885, C29 1.507, H33 1.086, H40 1.088
16 C 0.616 0.101 -2.022  N6 1.396, C9 1.394, C27 1.391
17 C 1.615 -0.842 0.893  C8 1.381, C14 1.385, H48 1.079
18 C 0.106 -2.452 1.819  C11 1.388, C14 1.381, H50 1.080
19 C -1.521 -1.116 -2.309  O3 1.211, N6 1.352, C23 1.522
20 C -1.728 -0.666 4.518  O5 1.410, C21 1.526, H41 1.100, H51 1.093
21 C -1.687 -1.756 3.452  C11 1.501, C20 1.526, H31 1.091, H52 1.093
22 C 2.835 -0.656 -2.526  C12 1.389, C27 1.382, H45 1.081
23 C -3.011 -0.824 -2.210  S1 1.868, C19 1.522, H44 1.086, H47 1.089
24 C 2.501 1.567 -1.725  C9 1.380, C12 1.390, H42 1.081
25 C -0.883 1.005 3.045  O5 1.421, C10 1.511, C26 1.542, H49 1.105
26 C -1.564 1.938 2.023  N7 1.441, C25 1.542, H39 1.090, H54 1.096
27 C 1.476 -0.900 -2.461  C16 1.391, C22 1.382, H37 1.077
28 C 4.844 0.836 -2.273  C12 1.502, C13 1.530, H32 1.092, H35 1.092
29 C -3.097 1.276 0.215  O2 1.224, N7 1.334, C15 1.507
30 H 0.473 2.121 -1.326  C9 1.081
31 H -1.544 -2.734 3.913  C21 1.091
32 H 5.153 1.557 -1.512  C28 1.092
33 H -4.885 0.815 -0.920  C15 1.086
34 H 1.279 1.188 1.464  C8 1.081
35 H 5.401 -0.090 -2.111  C28 1.092
36 H 4.647 2.320 -3.834  C13 1.088
37 H 1.076 -1.859 -2.744  C27 1.077
38 H -3.220 0.721 2.184  N7 1.011
39 H -0.893 2.179 1.198  C26 1.090
40 H -4.951 0.310 0.792  C15 1.088
41 H -0.795 -0.680 5.101  C20 1.100
42 H 2.896 2.531 -1.437  C24 1.081
43 H 6.250 1.581 -3.744  C13 1.088
44 H -3.223 0.221 -2.415  C23 1.086
45 H 3.495 -1.441 -2.867  C22 1.081
46 H 1.689 -2.937 0.468  C14 1.079
47 H -3.547 -1.467 -2.907  C23 1.089
48 H 2.474 -0.603 0.286  C17 1.079
49 H -0.139 1.597 3.608  C25 1.105
50 H -0.228 -3.473 1.928  C18 1.080
51 H -2.573 -0.795 5.199  C20 1.093
52 H -2.629 -1.776 2.898  C21 1.093
53 H 4.893 0.679 -4.429  C13 1.088
54 H -1.863 2.862 2.531  C26 1.096
55 H -1.257 0.767 -1.587  N6 1.019


3.
Computed, not measured: C22H26N2O5S in the gas phase, with ωB97M-V with the def2-TZVPD basis set.

Summary:
Relative energy (zero: lowest compared OMol25 entry of this formula, charge and spin) (kJ/mol): 173.7
Total charge: 0
SMILES: COc1ccc(C(=O)N[C@H]2CCCc3ccccc32)cc1S(=O)(=O)N1CCOCC1

Bonds (Å) are listed after each position.
Element x y z (Å)
1 S -3.741 -0.409 0.262  O4 1.433, O6 1.436, N7 1.680, C14 1.797
2 O 1.221 1.587 -0.715  C23 1.216
3 O -2.867 -3.056 0.485  C21 1.411, C28 1.341
4 O -4.255 -0.622 1.582  S1 1.433
5 O -5.787 2.735 -0.955  C25 1.412, C27 1.411
6 O -4.414 -1.023 -0.848  S1 1.436
7 N -3.583 1.246 0.021  S1 1.680, C22 1.451, C24 1.450
8 N 2.599 0.239 0.458  C15 1.450, C23 1.351, H35 1.007
9 C -0.458 -2.740 0.293  C26 1.384, C28 1.396, H49 1.078
10 C 0.337 -0.470 0.074  C16 1.395, C23 1.494, C26 1.391
11 C 6.598 1.299 1.290  C20 1.504, C30 1.524, H36 1.096, H40 1.092
12 C 5.604 -1.267 -2.004  C13 1.381, C29 1.385, H55 1.080
13 C 4.613 -0.536 -1.379  C12 1.381, C19 1.391, H46 1.081
14 C -2.017 -0.916 0.226  S1 1.797, C16 1.372, C28 1.398
15 C 3.777 1.074 0.339  N8 1.450, C17 1.529, C19 1.513, H54 1.098
16 C -0.984 -0.023 0.095  C10 1.395, C14 1.372, H53 1.078
17 C 4.172 1.647 1.701  C15 1.529, C30 1.522, H34 1.091, H47 1.093
18 C 7.211 -0.329 -0.503  C20 1.391, C29 1.381, H39 1.081
19 C 4.905 0.298 -0.304  C13 1.391, C15 1.513, C20 1.392
20 C 6.222 0.412 0.135  C11 1.504, C18 1.391, C19 1.392
21 C -2.718 -4.456 0.586  O3 1.411, H38 1.094, H41 1.088, H48 1.094
22 C -3.643 1.667 -1.366  N7 1.451, C25 1.532, H31 1.089, H44 1.095
23 C 1.412 0.552 -0.107  O2 1.216, N8 1.351, C10 1.494
24 C -4.357 2.103 0.898  N7 1.450, C27 1.530, H43 1.089, H50 1.095
25 C -5.095 1.855 -1.816  O5 1.412, C22 1.532, H52 1.091, H56 1.099
26 C 0.581 -1.836 0.160  C9 1.384, C10 1.391, H45 1.081
27 C -5.786 2.256 0.372  O5 1.411, C24 1.530, H32 1.101, H37 1.091
28 C -1.777 -2.288 0.341  O3 1.341, C9 1.396, C14 1.398
29 C 6.912 -1.166 -1.560  C12 1.385, C18 1.381, H42 1.080
30 C 5.524 2.338 1.588  C11 1.524, C17 1.522, H33 1.092, H51 1.091
31 H -3.160 0.900 -1.970  C22 1.089
32 H -6.285 1.277 0.421  C27 1.101
33 H 5.488 3.074 0.783  C30 1.092
34 H 3.403 2.344 2.036  C17 1.091
35 H 2.691 -0.605 1.000  N8 1.007
36 H 6.749 0.671 2.175  C11 1.096
37 H -6.345 2.986 0.959  C27 1.091
38 H -2.129 -4.732 1.466  C21 1.094
39 H 8.233 -0.241 -0.160  C18 1.081
40 H 7.551 1.788 1.076  C11 1.092
41 H -3.728 -4.847 0.689  C21 1.088
42 H 7.695 -1.732 -2.041  C29 1.080
43 H -4.359 1.643 1.884  C24 1.089
44 H -3.092 2.609 -1.457  C22 1.095
45 H 1.590 -2.219 0.096  C26 1.081
46 H 3.592 -0.601 -1.729  C13 1.081
47 H 4.237 0.836 2.432  C17 1.093
48 H -2.256 -4.874 -0.313  C21 1.094
49 H -0.235 -3.794 0.353  C9 1.078
50 H -3.862 3.079 0.938  C24 1.095
51 H 5.762 2.862 2.516  C30 1.091
52 H -5.139 2.306 -2.809  C25 1.091
53 H -1.186 1.032 0.006  C16 1.078
54 H 3.483 1.895 -0.328  C15 1.098
55 H 5.358 -1.910 -2.836  C12 1.080
56 H -5.588 0.873 -1.829  C25 1.099


HOMO-LUMO gap, record by record: 9.633 8.426 9.576 eV
Calculated total energy, record by record: -1189.2188 -1662.6237 -1737.8306 a.u.